(1)
Below is a 14-piece molecular cluster, C76H150B5F23N8O10 overall, with properties calculated with wB97M-V/def2-TZVPD.

charge	+2

Each line ends with the Löwdin charge.
Atoms and positions in Å:
C  13.488  15.941  11.100  -0.02
C  14.319  14.729  10.824  -0.46
C  15.328  15.100  9.668  -0.10
C  16.561  14.184  9.676  -0.16
C  17.333  14.528  10.899  -0.14
C  16.648  14.003  12.212  -0.44
N  15.207  14.480  12.091  0.18
O  14.508  14.682  13.331  0.13
C  17.408  14.663  13.304  -0.02
C  16.540  12.457  12.278  0.02
C  13.620  13.453  10.597  0.00
H  14.125  16.768  11.419  0.08
H  12.697  15.725  11.839  0.09
H  12.968  16.176  10.161  0.12
H  15.593  16.172  9.669  0.13
H  14.748  14.881  8.757  0.13
H  17.147  14.388  8.765  0.14
H  16.268  13.140  9.635  0.10
H  17.425  15.601  11.034  0.09
H  18.345  14.107  10.868  0.14
H  17.003  14.296  14.258  0.10
H  17.445  15.737  13.231  0.07
H  18.464  14.343  13.295  0.10
H  15.923  12.315  13.177  0.10
H  17.553  12.076  12.501  0.09
H  16.061  11.900  11.478  0.08
H  14.311  12.615  10.491  0.08
H  13.022  13.509  9.685  0.12
H  12.919  13.225  11.381  0.10
C  21.548  11.509  15.506  -0.03
C  20.171  11.163  15.925  -0.40
C  20.013  9.559  16.135  -0.10
C  18.680  9.316  16.723  -0.19
C  18.622  9.925  18.157  -0.10
C  18.769  11.438  18.225  -0.42
N  19.921  11.960  17.277  -0.01
O  20.503  12.859  17.518  0.27
C  19.164  11.934  19.615  0.00
C  17.567  12.219  17.769  0.01
C  19.190  11.728  14.907  -0.02
H  22.346  11.272  16.231  0.12
H  21.627  12.596  15.486  0.09
H  21.844  11.076  14.579  0.10
H  20.848  9.280  16.779  0.13
H  20.090  9.115  15.110  0.15
H  18.611  8.218  16.771  0.13
H  17.811  9.614  16.121  0.12
H  19.418  9.479  18.764  0.13
H  17.696  9.655  18.634  0.13
H  18.532  11.412  20.329  0.11
H  18.994  13.003  19.707  0.08
H  20.195  11.667  19.869  0.11
H  16.795  12.081  18.519  0.12
H  17.202  11.918  16.787  0.08
H  17.812  13.265  17.662  0.08
H  18.136  11.450  15.056  0.07
H  19.568  11.399  13.936  0.11
H  19.371  12.803  14.991  0.09
C  9.924  19.897  13.780  -0.04
C  11.223  19.275  14.195  -0.42
C  12.101  20.397  14.831  -0.10
C  13.252  19.903  15.685  -0.15
C  12.693  19.125  16.867  -0.12
C  11.881  17.836  16.515  -0.39
N  10.913  18.238  15.337  0.09
O  9.751  17.718  15.341  0.17
C  11.103  17.441  17.727  -0.01
C  12.837  16.745  15.888  0.03
C  11.837  18.502  13.013  0.01
H  10.147  20.708  13.072  0.12
H  9.356  20.349  14.574  0.09
H  9.246  19.234  13.259  0.09
H  11.397  21.057  15.327  0.12
H  12.492  20.930  13.943  0.15
H  14.045  20.620  15.886  0.13
H  13.834  19.209  15.064  0.09
H  12.117  19.700  17.590  0.12
H  13.530  18.760  17.484  0.10
H  11.840  17.285  18.511  0.09
H  10.585  16.522  17.494  0.10
H  10.359  18.214  17.943  0.11
H  13.596  17.137  15.169  0.07
H  12.157  15.977  15.499  0.10
H  13.339  16.343  16.790  0.09
H  12.856  18.125  13.172  0.07
H  11.901  19.258  12.198  0.12
H  11.148  17.729  12.739  0.08
C  14.504  22.848  22.042  0.04
C  13.137  22.466  22.685  -0.46
C  12.041  22.226  21.631  -0.13
C  12.316  21.039  20.727  -0.16
C  12.185  19.741  21.592  -0.05
C  13.342  19.793  22.713  -0.44
N  13.413  21.154  23.327  0.14
O  13.656  21.179  24.739  0.14
C  14.727  19.611  22.129  0.00
C  13.044  18.749  23.718  -0.03
C  12.607  23.463  23.659  -0.03
H  15.313  22.839  22.772  0.11
H  14.485  23.887  21.692  0.12
H  14.750  22.192  21.217  0.06
H  12.044  23.148  21.052  0.14
H  11.077  22.190  22.106  0.12
H  13.300  21.134  20.215  0.11
H  11.565  21.006  19.945  0.11
H  12.428  18.888  20.940  0.11
H  11.149  19.672  21.970  0.13
H  14.779  18.592  21.758  0.08
H  15.489  19.871  22.873  0.11
H  14.874  20.224  21.227  0.08
H  12.177  18.925  24.336  0.10
H  13.837  18.597  24.480  0.11
H  12.981  17.780  23.243  0.10
H  13.312  23.648  24.471  0.10
H  11.671  23.189  24.142  0.10
H  12.358  24.406  23.168  0.11
C  22.235  22.879  19.087  0.01
C  22.971  21.859  19.926  -0.42
C  22.952  20.443  19.367  -0.12
C  23.781  20.156  18.102  -0.13
C  25.212  20.392  18.509  -0.13
C  25.530  21.878  18.844  -0.48
N  24.529  22.326  19.904  0.13
O  24.980  23.144  20.853  0.16
C  25.406  22.840  17.703  0.01
C  26.947  21.870  19.437  -0.02
C  22.571  21.835  21.357  -0.01
H  21.157  22.716  19.280  0.12
H  22.362  22.846  18.007  0.07
H  22.502  23.882  19.403  0.10
H  21.894  20.269  19.198  0.11
H  23.303  19.801  20.186  0.11
H  23.452  20.823  17.305  0.11
H  23.648  19.121  17.749  0.11
H  25.852  20.176  17.642  0.14
H  25.641  19.802  19.333  0.11
H  24.433  22.765  17.218  0.08
H  26.239  22.653  17.014  0.12
H  25.439  23.868  18.089  0.11
H  27.630  21.597  18.597  0.12
H  26.973  21.121  20.245  0.09
H  27.207  22.871  19.800  0.09
H  23.264  21.247  21.968  0.11
H  21.578  21.378  21.425  0.10
H  22.564  22.874  21.679  0.10
C  21.068  19.506  13.980  0.04
C  21.762  18.916  12.725  -0.36
C  21.451  17.380  12.469  -0.09
C  19.972  17.223  12.145  -0.17
C  19.779  17.775  10.762  -0.14
C  20.020  19.324  10.714  -0.40
N  21.205  19.794  11.546  0.06
O  21.800  20.877  11.295  0.20
C  18.764  20.069  11.285  0.04
C  20.361  19.660  9.225  0.00
C  23.312  18.984  12.704  -0.01
H  21.300  20.546  14.027  0.07
H  21.717  19.019  14.738  0.11
H  20.026  19.299  14.176  0.07
H  21.665  16.941  13.439  0.10
H  22.168  17.053  11.713  0.13
H  19.341  17.724  12.909  0.10
H  19.588  16.169  12.158  0.11
H  18.783  17.632  10.324  0.12
H  20.466  17.388  9.992  0.12
H  18.449  19.712  12.266  0.07
H  17.961  19.841  10.580  0.10
H  18.960  21.138  11.270  0.10
H  19.522  19.308  8.610  0.11
H  21.297  19.099  9.032  0.10
H  20.547  20.721  9.125  0.08
H  23.719  19.907  13.090  0.09
H  23.709  18.734  11.733  0.09
H  23.645  18.189  13.377  0.10
C  22.719  16.458  20.005  -0.03
C  24.083  15.933  20.357  -0.36
C  25.060  17.176  20.473  -0.17
C  26.344  16.901  21.092  -0.15
C  25.964  16.641  22.609  -0.11
C  25.295  15.319  22.822  -0.44
N  24.081  15.141  21.746  0.11
O  23.210  14.268  21.938  0.19
C  24.642  15.349  24.212  0.00
C  26.176  14.112  22.626  0.00
C  24.481  14.830  19.305  0.03
H  22.826  16.881  18.999  0.09
H  22.362  17.167  20.751  0.09
H  22.034  15.612  20.016  0.09
H  24.465  17.905  21.040  0.12
H  25.056  17.522  19.433  0.12
H  27.014  17.767  21.110  0.12
H  26.892  16.082  20.610  0.12
H  25.339  17.427  23.062  0.14
H  26.873  16.578  23.187  0.13
H  25.435  15.608  24.899  0.10
H  24.129  14.446  24.499  0.10
H  23.916  16.162  24.227  0.09
H  26.654  14.194  21.655  0.08
H  25.620  13.160  22.718  0.11
H  26.818  14.212  23.514  0.11
H  24.363  15.302  18.348  0.08
H  23.755  14.035  19.410  0.09
H  25.502  14.478  19.497  0.08
C  17.559  18.362  21.421  0.02
C  18.298  18.091  20.069  -0.38
C  18.749  16.646  20.167  -0.14
C  19.224  16.063  18.858  -0.14
C  18.065  16.133  17.827  -0.09
C  17.520  17.614  17.507  -0.37
N  17.298  18.246  18.866  0.06
O  16.323  18.962  19.008  0.18
C  16.183  17.379  16.822  -0.03
C  18.436  18.461  16.601  0.00
C  19.399  19.102  19.745  0.01
H  17.356  19.435  21.511  0.06
H  18.298  18.009  22.182  0.12
H  16.660  17.714  21.313  0.09
H  17.940  16.101  20.648  0.13
H  19.487  16.660  20.969  0.11
H  19.419  14.993  18.988  0.09
H  20.152  16.541  18.473  0.11
H  17.171  15.570  18.132  0.11
H  18.463  15.795  16.862  0.11
H  15.766  18.285  16.346  0.10
H  15.370  17.011  17.432  0.06
H  16.333  16.727  15.959  0.09
H  18.484  17.915  15.655  0.09
H  19.440  18.542  16.994  0.07
H  18.001  19.439  16.453  0.06
H  19.851  19.134  20.742  0.10
H  18.932  20.071  19.560  0.08
H  20.103  18.869  18.932  0.08
C  18.746  21.880  15.236  -0.53
O  17.686  22.310  16.086  -0.10
O  18.664  22.517  14.114  -0.13
C  20.145  22.306  16.078  -0.43
F  20.449  21.321  17.034  0.02
F  21.254  22.331  15.255  0.06
F  20.068  23.515  16.709  0.10
C  17.843  22.043  17.450  -0.32
C  16.469  21.986  18.079  -0.06
H  15.906  21.146  17.659  0.05
H  16.629  21.795  19.156  0.06
H  15.866  22.880  17.906  0.08
H  18.500  22.797  17.924  0.12
H  18.359  21.082  17.614  0.08
H  18.654  20.642  15.412  0.14
B  20.845  15.756  23.296  -1.07
F  21.944  16.716  22.970  0.00
F  20.603  15.004  22.025  -0.01
F  21.268  14.864  24.299  0.11
F  19.671  16.486  23.543  0.11
B  14.154  16.519  19.867  -1.12
F  13.491  15.505  19.155  0.11
F  15.597  16.315  19.747  0.06
F  13.881  17.871  19.367  0.03
F  13.814  16.455  21.247  0.10
B  22.206  16.014  16.073  -1.15
F  23.339  16.894  16.393  0.02
F  22.546  15.376  14.845  0.08
F  22.089  15.044  17.144  0.05
F  20.972  16.678  16.050  0.11
B  16.005  18.084  12.886  -1.13
F  17.252  18.397  13.526  0.08
F  15.422  17.036  13.679  0.05
F  15.157  19.133  12.530  0.14
F  16.313  17.418  11.584  0.01
B  18.604  21.739  22.288  -1.17
F  19.688  20.728  22.263  0.01
F  18.979  22.911  22.792  0.20
F  18.132  21.913  20.938  0.05
F  17.464  21.097  22.941  0.03

***

(2)
Below is a 2-piece molecular cluster, C5H14NO overall, with properties calculated with wB97M-V/def2-TZVPD.

energy relative to the best compared isomer or geometry (same formula, charge and spin)	11.6	kcal per mole
charge	-1

Each line ends with the natural charge from an NBO analysis.
Atoms and positions in Å:
C  1.691  -1.270  0.156  -0.63
C  1.513  -0.197  -0.916  -0.04
C  1.256  1.187  -0.338  -0.66
N  2.629  -0.178  -1.870  -0.86
H  0.740  -1.401  0.673  0.27
H  1.956  -2.219  -0.339  0.17
H  2.568  -1.043  0.775  0.17
H  0.626  -0.479  -1.498  0.20
H  1.083  1.888  -1.166  0.19
H  0.318  1.108  0.263  0.32
H  2.145  1.518  0.210  0.16
H  2.696  -1.027  -2.412  0.34
H  3.533  -0.014  -1.444  0.33
C  -2.180  0.326  1.376  -0.02
O  -1.157  -0.005  0.532  -0.98
C  -3.542  0.179  0.679  -0.64
H  -2.142  1.392  1.711  0.07
H  -2.129  -0.295  2.302  0.08
H  -4.435  0.218  1.317  0.16
H  -3.573  -0.698  0.028  0.19
H  -3.596  1.011  -0.040  0.18

***

(3)
Below is a 12-piece molecular cluster, C12H48N24O12 overall, with properties calculated with wB97M-V/def2-TZVPD.

energy relative to the best compared isomer or geometry (same formula, charge and spin)	222.9	kcal per mole
charge	0

Each line ends with the Löwdin charge.
Atoms and positions in Å:
C  -30.391  27.151  30.467  -0.78
O  -30.837  26.085  30.869  0.01
N  -30.155  27.377  29.198  0.16
N  -30.011  28.128  31.243  0.19
H  -30.460  26.674  28.540  0.10
H  -29.627  28.162  28.843  0.08
H  -29.877  28.150  32.244  0.13
H  -29.859  29.011  30.777  0.06
C  -30.632  35.335  29.597  -0.76
O  -29.767  36.183  29.504  0.04
N  -31.508  35.318  30.594  0.16
N  -30.755  34.286  28.802  0.19
H  -31.319  36.001  31.314  0.13
H  -32.350  34.782  30.435  0.11
H  -31.597  33.816  29.103  0.08
H  -30.396  34.158  27.867  0.11
C  -26.502  30.533  32.589  -0.77
O  -27.111  31.186  33.423  0.04
N  -26.616  30.411  31.280  0.17
N  -25.607  29.691  32.926  0.15
H  -27.404  30.975  30.995  0.05
H  -26.324  29.665  30.665  0.06
H  -25.009  29.335  32.194  0.10
H  -25.302  29.655  33.888  0.13
C  -26.629  35.091  31.594  -0.75
O  -25.492  35.145  32.064  0.03
N  -27.616  35.997  31.629  0.15
N  -27.172  34.106  31.022  0.16
H  -28.509  35.741  31.232  0.05
H  -27.521  36.925  32.016  0.12
H  -26.509  33.490  30.575  0.12
H  -28.088  34.274  30.631  0.09
C  -28.343  31.616  27.118  -0.75
O  -28.261  32.297  26.115  0.01
N  -28.451  30.281  27.170  0.19
N  -28.065  32.093  28.302  0.19
H  -28.086  29.753  27.949  0.05
H  -28.240  29.885  26.265  0.07
H  -27.980  33.093  28.187  0.11
H  -28.313  31.558  29.122  0.05
C  -28.877  36.601  25.443  -0.86
O  -28.260  37.641  25.503  0.05
N  -28.582  35.488  24.946  0.20
N  -29.919  36.440  26.106  0.16
H  -29.288  34.766  24.958  0.11
H  -27.716  35.226  24.497  0.10
H  -30.531  35.651  25.961  0.11
H  -30.058  37.135  26.827  0.13
C  -26.512  33.742  22.775  -0.85
O  -27.677  33.796  22.574  0.06
N  -25.593  34.431  22.253  0.19
N  -26.020  32.958  23.652  0.19
H  -25.883  35.183  21.644  0.14
H  -24.610  34.236  22.381  0.12
H  -26.667  32.734  24.394  0.09
H  -25.035  33.022  23.866  0.11
C  -25.384  29.727  25.217  -0.70
O  -26.453  29.228  25.037  0.04
N  -24.254  29.255  24.752  0.17
N  -25.143  30.850  25.961  0.17
H  -24.283  28.390  24.231  0.13
H  -23.424  29.778  24.992  0.11
H  -25.902  31.371  26.377  0.08
H  -24.270  31.349  26.060  0.10
C  -26.551  27.620  28.920  -0.67
O  -27.285  28.609  29.106  -0.01
N  -26.773  26.473  28.342  0.19
N  -25.255  27.682  29.147  0.16
H  -26.015  25.945  27.933  0.12
H  -27.713  26.104  28.337  0.12
H  -24.655  27.274  28.444  0.11
H  -24.890  28.389  29.771  0.10
C  -30.113  31.792  31.101  -0.75
O  -29.277  31.099  30.610  0.00
N  -30.022  32.564  32.132  0.21
N  -31.404  31.693  30.714  0.16
H  -29.117  32.530  32.579  0.11
H  -30.793  33.198  32.284  0.11
H  -32.086  32.161  31.294  0.10
H  -31.553  31.166  29.866  0.12
C  -29.934  27.793  24.902  -0.76
O  -30.496  28.499  24.152  0.08
N  -28.605  27.646  25.000  0.19
N  -30.698  27.050  25.639  0.17
H  -27.903  28.312  24.712  0.05
H  -28.239  26.905  25.582  0.09
H  -30.307  26.254  26.122  0.10
H  -31.693  27.181  25.527  0.13
C  -30.446  31.351  22.391  -0.83
O  -31.343  30.779  21.769  -0.02
N  -29.874  30.882  23.409  0.19
N  -30.013  32.477  21.910  0.16
H  -30.181  29.996  23.782  0.04
H  -29.363  31.539  23.981  0.09
H  -29.230  32.966  22.319  0.04
H  -30.413  32.799  21.040  0.11

***

Number 1: HOMO -9.3 eV, maximum force 9.9 eV/Å, LUMO energy -7.5 eV. Number 2: HOMO -2.6 eV, maximum force 1.1 eV/Å, LUMO energy 4.1 eV. Number 3: HOMO -7.7 eV, maximum force 9.8 eV/Å, LUMO energy -0.6 eV.